A structure of composition C23H18N4ReS5Sb, computed with the ωB97M-V functional and the def2-TZVPD basis.

Positions of all 52 atoms, in Å:
Re: 0.397 0.129 -0.741
S: 0.094 -0.208 1.654
C: -0.841 -1.618 1.516
N: -1.436 -2.306 2.583
N: -0.904 -2.425 3.696
C: 0.419 -2.178 4.175
C: 1.530 -2.486 3.395
C: 2.782 -2.297 3.944
C: 2.912 -1.803 5.241
C: 1.791 -1.525 6.012
C: 0.528 -1.734 5.488
N: -1.265 -2.068 0.368
N: -0.832 -1.426 -0.703
C: -1.306 -2.068 -1.914
C: -1.859 -1.314 -2.944
C: -2.299 -1.956 -4.092
C: -2.190 -3.334 -4.207
C: -1.663 -4.077 -3.158
C: -1.232 -3.450 -2.000
H: -1.540 -2.831 4.387
H: 1.419 -2.901 2.403
H: 3.662 -2.549 3.370
H: 3.898 -1.658 5.660
H: 1.900 -1.162 7.024
H: -0.357 -1.538 6.082
H: -2.034 -0.251 -2.832
H: -2.748 -1.374 -4.886
H: -2.530 -3.831 -5.104
H: -1.578 -5.151 -3.241
H: -0.811 -4.028 -1.189
S: 4.166 1.867 -3.063
Sb: 3.656 -0.136 -2.356
S: 0.824 0.231 -2.795
S: 2.531 0.056 -0.061
S: 4.014 -2.258 -2.672
C: 0.860 5.678 -1.891
C: 1.768 4.630 -1.704
C: 1.349 3.395 -1.253
C: -0.002 3.157 -0.969
C: -0.518 1.886 -0.534
C: -1.891 1.762 -0.243
C: -2.784 2.797 -0.486
C: -2.303 4.009 -0.934
C: -0.928 4.219 -1.166
C: -0.469 5.473 -1.624
H: 1.206 6.640 -2.242
H: 2.819 4.788 -1.910
H: 2.088 2.624 -1.092
H: -2.278 0.841 0.175
H: -3.839 2.657 -0.294
H: -2.987 4.832 -1.105
H: -1.189 6.269 -1.769

- energy relative to the best compared isomer or geometry (same formula, charge and spin) (eV) = 0.0000
- total charge = +2
- gap between HOMO and LUMO (eV) = 5.0
- E_LUMO (eV) = -8.826

Löwdin population analysis, charges in e, atoms 1 to 5: number 1, Re, carries 0.751; number 2, S, carries 0.738; number 3, C, carries -0.730; number 4, N, carries 0.177; number 5, N, carries 0.116